(1)
Density functional theory data (the ωB97M-V functional and the def2-TZVPD basis) for a molecular structure, C51H46N8O6P2SiTaTe in a non-equilibrium geometry.

Results
HOMO-LUMO gap: 0.167 Eh
total charge: +1
E_LUMO: -0.1647 Eh
total energy: -4157.89273 a.u.
HOMO: -9.0 eV
2S+1: 1

```
116
Properties=species:S:1:pos:R:3:forces:R:3:mulliken_charge:R:1
Ta 0.3519 -0.4282 -0.2766 -0.10 -1.43 1.22 2.29
C -4.3978 -4.1549 2.7670 -0.06 0.05 -0.15 -0.83
C -3.4627 -4.2721 3.7948 0.10 0.03 0.02 -0.85
C -2.1596 -3.8223 3.6404 0.05 -0.05 0.09 -0.16
C -1.8191 -3.2436 2.4297 -0.45 -0.01 -0.36 0.33
C -0.5896 -2.6607 1.9167 0.15 -0.18 0.01 -0.18
N -0.7994 -2.1979 0.6550 0.49 1.14 -0.69 -0.02
C -2.0481 -2.5590 0.2684 0.01 -0.35 -0.29 -0.34
N -2.4725 -2.5597 -0.9740 -0.18 -0.05 0.16 -0.18
C -1.7484 -2.1510 -1.9893 -0.23 -0.13 -0.09 -0.09
C -2.1261 -2.4787 -3.3407 0.46 0.27 -0.31 0.32
C -3.1925 -3.2079 -3.8492 -0.07 -0.08 -0.05 -0.53
C -3.2117 -3.4385 -5.2116 -0.12 -0.04 0.19 -0.78
C -2.1957 -2.9564 -6.0443 0.22 0.11 -0.07 -0.72
C -1.1394 -2.2174 -5.5452 -0.01 -0.01 -0.09 -0.47
C -1.1165 -1.9812 -4.1763 -0.49 -0.22 0.38 0.42
C -0.1491 -1.3559 -3.3134 0.36 0.22 -0.21 0.04
N 0.9860 -0.8832 -3.7589 -0.20 -0.02 -0.15 -0.24
C 1.9901 -0.5436 -2.9922 -0.01 -0.04 -0.18 -0.55
N 2.0154 -0.5814 -1.6075 -0.18 0.21 0.31 -0.21
C 3.3317 -0.3304 -1.2362 0.18 -0.06 0.02 -0.05
N 3.8540 -0.5011 -0.0500 0.19 0.08 0.29 -0.39
C 3.2121 -1.0581 0.9447 0.34 0.11 -0.22 -0.06
N 1.8750 -1.3635 0.9874 -0.94 0.05 -0.52 0.26
C 1.6739 -2.1797 2.0809 -0.01 -0.06 0.26 -0.42
N 0.5663 -2.7250 2.5177 -0.10 -0.07 0.33 -0.26
C 2.9240 -2.3654 2.7819 0.46 0.32 -0.30 0.19
C 3.2684 -3.0996 3.9101 -0.07 -0.06 0.02 0.00
C 4.5874 -3.0580 4.3251 -0.18 -0.09 0.04 -0.81
C 5.5437 -2.3091 3.6334 0.09 0.19 -0.19 -0.74
C 5.2113 -1.5864 2.5023 0.01 0.02 -0.04 -0.33
C 3.8877 -1.6238 2.0870 -0.36 -0.23 0.32 0.02
C 4.1360 -0.0628 -2.3979 -0.48 0.08 -0.43 0.00
C 5.4763 0.2640 -2.5549 0.14 -0.01 0.03 -0.48
C 5.9404 0.4494 -3.8428 0.10 0.01 0.32 -0.71
C 5.1048 0.2806 -4.9504 -0.30 -0.01 -0.16 -0.78
C 3.7762 -0.0698 -4.8016 0.03 0.02 -0.14 0.19
C 3.2956 -0.2214 -3.5080 0.13 0.19 0.57 0.12
N -0.5607 -1.4392 -1.9929 0.36 0.15 0.78 -0.13
C -2.7545 -3.1567 1.3853 0.25 0.02 0.43 0.00
C -4.0534 -3.6062 1.5413 -0.04 -0.03 -0.04 -0.36
H -5.4080 -4.5027 2.9295 -0.03 -0.03 0.01 0.45
H -3.7680 -4.7272 4.7254 0.02 0.00 0.08 0.44
H -1.4372 -3.9224 4.4373 0.06 0.03 0.03 0.51
H -3.9598 -3.5926 -3.1940 -0.05 -0.03 0.02 0.60
H -4.0155 -4.0171 -5.6440 -0.04 0.00 -0.01 0.45
H -2.2252 -3.1868 -7.0999 -0.05 0.04 -0.04 0.44
H -0.3535 -1.8514 -6.1883 0.07 0.01 -0.03 0.60
H 2.5264 -3.6881 4.4284 -0.04 -0.04 0.07 0.57
H 4.8925 -3.6220 5.1949 -0.01 -0.01 0.05 0.46
H 6.5655 -2.2948 3.9842 0.04 -0.03 0.05 0.44
H 5.9407 -1.0124 1.9506 0.08 0.02 0.01 0.59
H 6.1170 0.3764 -1.6937 0.08 0.04 0.04 0.58
H 6.9698 0.7369 -4.0022 0.05 -0.02 0.01 0.44
H 5.5076 0.4488 -5.9396 0.00 -0.05 -0.04 0.44
H 3.1207 -0.2120 -5.6478 -0.01 0.04 -0.08 0.58
H -4.7711 -3.5245 0.7379 -0.03 -0.03 -0.06 0.60
C -1.6016 5.9727 -0.0801 0.00 0.05 0.14 -0.69
C -0.7132 5.5796 0.9064 0.10 0.14 -0.05 -0.78
C 0.0779 4.4572 0.7159 0.32 0.07 -0.19 -0.91
C -0.0304 3.6753 -0.4318 0.01 -0.24 0.25 0.84
C -0.9043 4.1098 -1.4287 0.08 0.00 0.02 -0.04
C -1.6759 5.2461 -1.2603 -0.08 -0.06 -0.14 -0.95
Si 1.1049 2.1653 -0.6244 -0.31 1.44 -0.80 0.56
C 1.9649 2.7018 -2.2314 -0.13 -0.54 0.12 0.62
C 3.2258 3.2935 -2.1999 -0.04 -0.12 0.20 -0.64
C 3.8264 3.7593 -3.3567 0.10 0.04 -0.09 -0.77
C 3.1648 3.6602 -4.5702 0.05 0.01 -0.08 -0.66
C 1.8964 3.1069 -4.6200 -0.03 -0.05 -0.10 -1.23
C 1.3124 2.6291 -3.4613 -0.02 -0.12 0.02 0.50
H -2.2197 6.8485 0.0646 -0.01 0.03 -0.03 0.40
H -0.6202 6.1395 1.8265 -0.02 0.09 0.02 0.46
H 0.8071 4.1917 1.4666 -0.07 0.03 -0.04 0.75
H -0.9635 3.5701 -2.3640 -0.09 0.00 -0.02 0.41
H -2.3370 5.5652 -2.0554 -0.04 0.03 -0.01 0.47
H 2.1480 2.4175 0.4216 -0.10 -0.57 0.10 -0.50
H 3.7362 3.3930 -1.2503 0.12 -0.02 0.03 0.46
H 4.8149 4.1958 -3.3163 0.04 0.04 0.02 0.45
H 3.6369 4.0062 -5.4785 0.03 0.07 -0.04 0.42
H 1.3685 3.0333 -5.5612 -0.01 0.01 -0.05 0.47
H 0.3240 2.1898 -3.5232 0.02 -0.05 -0.06 0.11
C 0.4073 -1.1162 5.9494 0.03 0.09 -0.30 -0.91
C 1.2169 -0.1955 5.0562 0.17 0.06 0.55 -0.45
O 0.7514 -0.2455 3.7067 -0.31 0.25 -0.53 0.68
P -0.2685 0.7844 3.0291 -0.06 0.11 1.25 -0.96
O -0.1349 0.4332 1.5371 0.57 -0.45 -1.26 0.12
Te 0.0653 2.9562 3.8001 -0.08 -0.37 0.11 -0.19
O -1.7429 0.1971 3.3414 0.52 0.14 -0.31 0.70
C -2.5163 0.7498 4.4144 -0.45 0.07 0.44 -0.69
C -3.7766 -0.0703 4.5878 0.23 0.04 -0.20 -1.23
H 0.8432 -1.1471 6.9455 0.04 0.00 0.06 0.50
H 0.3951 -2.1207 5.5294 0.00 -0.10 0.03 0.05
H -0.6191 -0.7654 6.0347 -0.08 -0.02 0.05 0.15
H 2.2592 -0.5191 5.0181 -0.05 0.07 -0.02 0.35
H 1.1796 0.8391 5.4149 0.07 -0.13 -0.08 0.38
H -2.7682 1.7896 4.1832 0.12 -0.08 0.00 0.36
H -1.9264 0.7585 5.3343 -0.01 0.02 -0.08 0.46
H -4.4041 0.0305 3.7038 -0.10 -0.07 -0.04 0.18
H -4.3230 0.3008 5.4522 -0.07 0.00 0.03 0.45
H -3.5473 -1.1249 4.7376 0.02 -0.03 0.02 0.21
C -4.7944 -0.1856 0.0286 -0.17 0.02 -0.07 -1.20
O -3.4060 -0.2374 0.3941 0.85 0.00 0.01 0.84
P -2.2871 0.5189 -0.4570 -1.33 1.31 -0.65 0.14
O -2.6683 2.0778 -0.2633 0.53 -1.12 -0.17 -0.28
C -2.7596 2.6526 1.0463 -0.07 0.26 0.30 0.63
O -2.8752 0.3668 -1.9508 0.14 -0.24 0.47 -0.31
C -2.4634 1.2334 -3.0058 -0.04 0.06 -0.17 -0.33
H -5.3548 -0.4987 0.9067 0.04 0.01 -0.01 0.20
H -4.9709 -0.8719 -0.7989 0.00 0.01 0.04 0.24
H -5.0864 0.8229 -0.2632 0.03 0.00 0.03 0.37
H -2.0195 3.4441 1.1375 -0.14 -0.16 0.03 -0.37
H -2.5968 1.8970 1.8126 -0.04 0.04 0.04 -0.32
H -3.7627 3.0636 1.1550 0.00 -0.01 -0.01 0.26
H -2.8284 0.7873 -3.9290 0.06 0.02 0.01 0.38
H -1.3742 1.3122 -3.0424 -0.06 -0.02 -0.02 -0.21
H -2.8987 2.2228 -2.8684 0.05 -0.02 0.01 0.34
```
Forces are in eV/Å.



(2)
Density functional theory data (the ωB97M-V functional and the def2-TZVPD basis) for 10 unconnected molecules or ions with the total composition C37H74O23S7 in a non-equilibrium geometry.

Results
HOMO-LUMO gap: 0.377 Eh
total charge: 0
E_LUMO: 0.0085 Eh
total energy: -5971.93849 a.u.
SMILES: O=S1(=O)CCCC1.O=S1(=O)CCCC1.O=S1(=O)CCCC1.O=S1(=O)CCCC1.O=S1(=O)CCCC1.O=S1(=O)CCCC1.O=S1(=O)CCCC1.COC(=O)OC.COC(=O)OC.COC(=O)OC
HOMO: -10.0 eV
2S+1: 1

```
141
Properties=species:S:1:pos:R:3:forces:R:3:mulliken_charge:R:1
C -21.2526 -13.1475 -4.1563 1.16 -0.20 -0.43 -0.78
O -22.1280 -13.2159 -5.2558 -1.68 -1.05 -0.12 -0.16
C -23.2586 -14.0151 -5.1626 0.39 0.08 -1.70 0.68
O -23.8267 -14.5509 -4.2369 1.41 1.13 -0.26 -0.59
O -23.6672 -14.1346 -6.4574 -0.90 -0.28 1.34 -0.27
C -25.0401 -14.6963 -6.5214 1.36 1.63 0.38 -0.44
H -20.2190 -13.4371 -4.4728 -0.87 0.24 0.08 0.18
H -21.5914 -13.8244 -3.4235 -0.25 -0.75 1.16 0.58
H -21.2250 -12.1468 -3.7696 0.00 0.53 0.16 0.17
H -25.6616 -14.0929 -5.8469 -0.02 -0.50 -0.36 0.23
H -25.0133 -15.7317 -6.2957 -0.07 -0.88 0.49 0.38
H -25.2874 -14.5543 -7.5423 -0.52 0.18 -0.84 -0.03
C -22.7075 -9.6128 -6.0398 -1.00 0.31 2.00 -0.73
O -21.7517 -8.7388 -6.5901 0.77 0.29 -0.30 0.57
C -20.5588 -9.2313 -6.8869 0.83 -0.21 -1.35 -0.39
O -19.6848 -8.5834 -7.4336 -0.57 0.47 0.41 0.76
O -20.4218 -10.5270 -6.6686 -0.61 -0.39 0.04 -0.04
C -19.2614 -11.1829 -7.2213 0.08 -0.13 1.03 -0.05
H -22.9828 -10.4214 -6.6974 0.05 -0.28 -0.13 0.57
H -23.5892 -8.9851 -5.8113 0.35 -0.18 -0.53 -0.59
H -22.3766 -9.9460 -5.0280 0.03 -0.21 -0.86 0.45
H -18.3683 -10.8339 -6.6942 -0.12 -0.28 -0.03 -0.23
H -19.1184 -11.0305 -8.2717 -0.25 0.46 -0.64 -0.17
H -19.4618 -12.2394 -7.0408 0.21 0.12 0.12 0.21
C -14.2162 -11.3823 -8.6897 -1.84 -0.66 1.43 -0.84
O -15.0373 -10.8815 -7.5521 0.69 -0.61 -1.40 -0.18
C -15.1296 -11.7593 -6.5783 -0.01 0.82 1.16 0.62
O -14.5120 -12.7843 -6.4548 -0.33 -0.19 -0.02 -0.59
O -15.9620 -11.2070 -5.6711 -0.48 -0.98 -0.26 0.16
C -16.0454 -11.8942 -4.3891 0.65 0.95 -0.67 -0.73
H -14.7992 -12.1745 -9.1730 0.19 0.26 -0.09 0.32
H -13.3127 -11.8089 -8.3074 0.64 0.09 0.08 0.41
H -14.1607 -10.5140 -9.2689 0.55 0.92 -1.16 0.22
H -16.9190 -11.4058 -3.9174 0.51 -0.90 -0.04 0.02
H -15.1018 -11.5921 -3.9658 0.15 0.05 1.10 0.35
H -15.9618 -12.9848 -4.4726 -0.79 0.31 -0.15 0.36
C -25.0791 -13.4972 -10.2624 1.46 -1.32 -1.79 -0.72
C -24.4509 -12.1683 -9.8914 0.31 0.58 0.92 0.75
C -24.7988 -11.1429 -10.9493 -1.21 2.33 -0.02 0.41
S -24.5641 -11.9478 -12.4378 1.07 -1.99 -0.33 1.18
O -23.1078 -12.0894 -12.5987 -1.26 -0.43 0.15 -0.62
O -25.3073 -11.4316 -13.5432 -0.39 0.54 -0.52 -0.78
C -25.3706 -13.4948 -11.8572 1.90 0.52 1.12 -0.92
H -26.0284 -13.5111 -9.7941 -0.96 -0.52 0.51 0.28
H -24.3992 -14.3359 -9.8606 -1.31 1.03 -0.91 0.28
H -23.3662 -12.2230 -9.8762 0.17 -0.17 0.10 0.00
H -24.7901 -11.9633 -8.8563 0.29 0.56 -0.68 -0.21
H -24.1109 -10.2760 -11.1086 -0.69 -0.35 0.92 -0.79
H -25.8898 -10.8093 -11.0239 1.36 -0.28 0.58 0.29
H -24.9125 -14.2520 -12.5037 -0.49 -0.26 0.48 0.44
H -26.4244 -13.3224 -12.0043 -0.24 -0.24 -0.43 0.37
C -20.0393 -11.2265 -11.4646 -0.44 -0.84 0.85 -0.76
C -19.6953 -11.1113 -12.9514 -2.94 -0.86 -0.20 -1.13
C -20.8426 -10.2240 -13.5800 2.10 0.47 -0.10 -0.84
S -21.2827 -8.9848 -12.3701 2.68 0.92 0.80 1.15
O -22.7146 -8.8486 -12.2597 -0.26 0.29 -0.31 -0.67
O -20.4425 -7.7659 -12.5057 -1.30 -1.43 -0.03 -0.74
C -20.6606 -9.9139 -10.9484 -0.75 -0.64 0.02 1.52
H -19.1357 -11.4760 -10.8887 -0.36 0.18 -0.11 0.32
H -20.8105 -12.0090 -11.2429 0.78 0.39 -0.67 0.48
H -19.5475 -12.0854 -13.4642 -0.91 0.30 0.37 0.40
H -18.7588 -10.7145 -13.1185 1.95 1.72 -0.03 0.50
H -21.7970 -10.6631 -13.6686 -0.79 -1.26 -0.63 0.36
H -20.4664 -9.7338 -14.4860 -0.53 0.00 0.14 0.50
H -21.5245 -10.1042 -10.2947 0.12 0.03 -0.25 -0.06
H -19.9603 -9.3311 -10.3940 0.57 0.63 0.09 -0.83
C -26.4485 -7.9790 -5.0438 -0.30 0.77 -2.32 -0.28
C -26.7474 -8.9962 -3.9635 -0.06 -1.21 -0.10 -0.86
C -26.0870 -10.3384 -4.3625 -0.05 2.08 -0.44 -0.55
S -26.5972 -10.5211 -6.0103 -1.72 -0.22 0.41 0.97
O -28.0249 -10.8556 -5.8949 1.26 0.24 -0.71 -0.76
O -25.6824 -11.4371 -6.6540 -0.17 0.28 -0.65 -0.38
C -26.4544 -8.7702 -6.4931 0.62 -0.19 0.95 -0.08
H -25.5302 -7.3785 -4.9097 0.11 -0.97 -0.04 -0.09
H -27.1882 -7.1373 -5.0345 0.16 -1.03 -0.30 0.40
H -27.8269 -9.1570 -3.7989 0.51 0.20 -0.14 0.31
H -26.2760 -8.6925 -3.0713 0.19 0.50 1.34 0.45
H -26.4836 -11.2081 -3.9370 -0.34 -1.19 1.21 0.62
H -25.0109 -10.2726 -4.3353 0.38 -0.16 0.17 0.07
H -27.3612 -8.5394 -7.0552 0.32 0.00 -0.12 0.57
H -25.5264 -8.8037 -7.1277 -0.85 0.84 0.65 -0.29
C -22.0169 -5.5121 -9.8665 0.28 -0.21 0.15 0.07
C -22.9573 -5.6132 -11.0403 -1.57 0.11 -0.97 -0.80
C -24.2019 -6.5837 -10.6924 0.43 2.28 0.94 -0.97
S -23.6647 -7.3459 -9.1749 -0.30 1.13 0.38 1.59
O -23.7947 -8.7637 -9.1012 -0.49 -1.39 0.01 -0.19
O -24.2478 -6.5372 -8.1286 -0.31 0.05 0.58 -0.88
C -21.9968 -6.9254 -9.3368 1.17 -0.67 0.13 1.07
H -22.3358 -4.8071 -9.0950 -0.22 -0.24 0.04 -0.12
H -21.0123 -5.1982 -10.1244 0.09 0.03 -0.36 0.16
H -22.4055 -6.0134 -11.8986 -0.25 -0.22 0.21 0.24
H -23.3631 -4.6514 -11.3673 0.10 -0.03 0.14 0.50
H -24.3958 -7.2547 -11.4708 -0.10 -1.19 -1.00 0.31
H -25.1517 -6.0411 -10.4156 1.13 -0.40 -0.31 0.54
H -21.6858 -7.7273 -10.0502 0.31 1.06 0.26 -1.13
H -21.4274 -7.0441 -8.4141 -0.26 -0.19 0.05 -0.62
C -22.8027 -4.4635 -5.2064 0.05 -0.61 -1.24 -0.68
C -22.4785 -3.2074 -6.0403 -1.78 1.76 1.05 -0.46
C -21.0791 -2.8991 -5.6222 1.14 2.82 0.86 -0.77
S -20.2783 -4.4167 -5.9848 -0.98 -0.65 2.04 1.07
O -19.1638 -4.6313 -5.1225 1.18 -0.15 0.61 -0.74
O -20.1311 -4.5592 -7.3809 0.65 0.19 -2.51 -0.52
C -21.6735 -5.4439 -5.5431 0.48 -0.06 1.33 1.24
H -23.7563 -4.9312 -5.3948 -0.36 -0.05 -0.52 0.25
H -22.8490 -4.2169 -4.1652 0.39 0.40 0.66 0.35
H -23.2003 -2.3693 -5.7936 0.88 -0.82 -0.10 0.40
H -22.4501 -3.2115 -7.1266 -0.49 -0.97 -0.15 0.10
H -20.9682 -2.5507 -4.5399 -0.15 -1.05 -1.23 0.28
H -20.6074 -2.0667 -6.1984 -0.24 -0.80 0.13 0.41
H -21.3192 -6.1469 -4.7595 -0.49 0.45 -0.49 0.28
H -21.8995 -5.9618 -6.4458 -0.25 -0.64 -0.57 -1.08
C -16.4248 -7.6393 -4.5608 0.63 1.20 0.84 -0.81
C -16.9530 -7.0055 -3.2308 1.46 1.02 -0.99 -0.56
C -18.0261 -7.8934 -2.6832 -0.79 0.70 0.51 -0.87
S -18.8132 -8.6094 -4.1198 -0.76 1.80 0.01 1.34
O -20.0866 -7.9295 -4.2710 0.05 -0.52 -0.27 -0.76
O -18.7826 -10.0426 -4.0505 0.02 -0.64 0.10 -0.76
C -17.6111 -8.0475 -5.3416 -0.66 -1.96 0.08 2.05
H -15.7421 -8.4504 -4.3555 0.20 -0.30 0.01 0.24
H -15.9184 -6.8610 -5.1410 0.31 -0.24 0.22 0.42
H -17.3119 -5.9814 -3.4697 -0.33 -0.72 0.08 0.15
H -16.1022 -6.8019 -2.5724 -0.23 -0.43 0.22 0.48
H -18.7447 -7.2829 -2.0923 0.19 -0.82 -0.48 0.35
H -17.7186 -8.7664 -2.1434 0.59 -0.24 0.62 0.40
H -17.9919 -7.2044 -5.8681 -0.72 0.35 -0.54 -0.66
H -17.4848 -8.9655 -5.9453 0.13 0.81 0.02 -1.20
C -18.3331 -6.5230 -9.9577 -0.42 -0.70 1.14 0.84
C -17.4174 -6.3936 -8.7179 -0.19 -1.25 -0.75 -0.74
C -16.8065 -7.8326 -8.4876 -0.57 1.19 -0.62 0.46
S -16.7345 -8.6171 -10.1186 -1.35 0.27 0.37 0.88
O -17.7410 -9.6845 -10.1689 1.01 0.77 -0.04 -0.49
O -15.3775 -8.9193 -10.5180 -0.26 0.15 0.02 -0.81
C -17.4109 -7.1537 -10.9575 0.76 -0.38 -0.39 -1.28
H -18.7415 -5.5591 -10.2440 0.08 0.04 -0.26 0.59
H -19.1876 -7.2058 -9.7120 0.63 0.55 -0.27 -0.84
H -17.9589 -6.0274 -7.8651 -0.17 0.03 0.47 -0.22
H -16.6383 -5.6923 -8.9789 0.37 0.24 0.13 0.60
H -17.5124 -8.3967 -7.8727 0.66 -0.14 -0.11 -1.16
H -15.7706 -7.7340 -8.2064 0.18 -0.44 0.75 0.80
H -17.8067 -7.4826 -11.8849 -0.77 -0.37 -0.81 0.50
H -16.5704 -6.5050 -11.2005 0.19 0.05 0.18 0.49
```
Forces are in eV/Å.